A structure of composition C5H7NO3P in a non-equilibrium geometry. Source: OMol25; level of theory: ωB97M-V/def2-TZVPD.

Structure (XYZ):
```
17
Properties=species:S:1:pos:R:3:forces:R:3:lowdin_charge:R:1
C -0.8922 -0.2363 1.4503 -0.39 0.39 -0.57 -0.52
C -0.1855 2.3108 0.9767 -1.24 -1.06 -0.11 -0.71
C 0.0512 -1.6808 -0.3180 3.22 -1.16 1.59 -0.34
C 0.0873 -0.6734 -1.4440 3.58 -0.06 -0.35 -0.33
C -0.1010 0.8266 0.9009 0.91 0.23 -1.40 -0.23
N -1.0112 -1.4440 0.6518 0.98 1.11 -1.08 0.01
O 0.4717 2.7753 -0.0839 1.02 -1.30 -0.06 -0.21
O -1.5531 -0.1326 2.4712 -0.17 -0.52 0.36 0.01
O -0.8888 2.9782 1.6898 -0.17 0.90 1.02 0.03
P 0.8064 0.8886 -0.6192 0.44 0.84 -0.34 0.83
H 0.1243 -2.7406 -0.6621 -0.84 0.66 0.17 0.10
H 1.1321 -1.6209 0.2923 -2.19 0.03 -1.43 0.14
H 0.6837 -0.9575 -2.4213 -1.10 0.25 2.00 0.10
H -0.8938 -0.4099 -1.6860 -1.64 0.54 -0.65 0.05
H 1.0912 1.4999 -1.8549 -0.98 0.43 -0.57 -0.03
H -1.1964 -2.2746 1.1548 -0.41 -0.45 0.97 0.09
H 2.2740 0.8911 -0.4982 -1.01 -0.83 0.44 0.01
```
Positions in Å, forces in eV/Å.

Results
- Net charge: -1
- HOMO: -3.91 eV

---

A cluster of 2 separate species, C5H7NO4S in total in a non-equilibrium geometry. Source: OMol25; level of theory: ωB97M-V/def2-TZVPD.

Structure (XYZ):
```
18
Properties=species:S:1:pos:R:3:forces:R:3:lowdin_charge:R:1
C -1.9891 -1.8644 -2.3243 0.16 0.11 0.12 -0.03
C -0.7652 -1.2183 -2.2822 -0.38 -0.17 -0.10 0.04
C -2.3582 -2.0783 -1.0072 -0.50 -0.26 -0.65 -0.08
C -0.4127 -1.0714 -0.9099 1.19 0.46 0.46 -0.43
C 1.5111 0.6060 2.2468 -0.07 0.42 -0.80 -0.13
N 0.2989 1.6082 0.0583 -0.67 -0.06 0.66 0.00
O 1.2289 3.1722 1.6461 0.03 -0.50 -0.05 -0.32
O 2.8421 1.8701 0.3207 -0.04 -0.45 0.02 -0.32
O -1.4589 -1.6168 -0.1600 0.38 0.16 0.73 0.09
O 0.5729 -0.6051 -0.3512 -0.76 -0.89 -0.61 0.06
S 1.5907 1.9138 1.0230 0.32 0.93 0.57 0.50
H -2.5495 -2.1492 -3.1918 -0.14 -0.07 -0.12 0.11
H -0.1624 -0.8871 -3.1019 0.19 0.08 -0.12 0.12
H -3.2309 -2.5548 -0.5955 -0.02 0.01 0.07 0.14
H 1.7602 -0.3170 1.7439 0.01 -0.19 -0.02 0.05
H 2.2226 0.8363 3.0276 0.16 0.21 0.07 0.07
H 0.5005 0.5917 2.6251 -0.23 -0.05 0.13 0.07
H 0.5002 1.9011 -0.8886 0.37 0.25 -0.37 0.05
```
Positions in Å, forces in eV/Å.

Results
- Net charge: 0
- HOMO (alpha / beta): -10.22 / -8.95 eV

---

A structure of composition C5H7NO4S in a non-equilibrium geometry. Source: OMol25; level of theory: ωB97M-V/def2-TZVPD.

Structure (XYZ):
```
18
Properties=species:S:1:pos:R:3:forces:R:3:lowdin_charge:R:1
C -1.2022 -1.8257 -0.4046 -0.72 -0.80 1.52 -0.31
C 1.0049 -0.3107 0.4084 -6.07 -1.48 -2.60 -0.44
C 3.2149 -0.0113 0.3638 -1.88 0.26 2.60 0.03
C -2.3942 0.8080 0.4952 -0.43 0.94 0.48 -0.13
C -0.5151 -0.6897 -0.8099 3.73 1.28 0.98 -0.21
N -1.6005 -2.8161 0.0129 -0.52 -0.53 0.05 0.18
O 0.7004 -0.1746 1.5255 0.90 0.48 1.43 0.18
O -0.4278 1.9836 -0.6925 -0.62 -1.10 0.12 -0.32
O -2.0421 0.8778 -2.1862 -0.71 0.03 0.14 -0.31
O 2.0042 -0.3487 -0.3497 1.49 0.58 -0.31 0.05
S -1.3736 0.8967 -0.9180 1.39 -0.04 -1.40 0.63
H 3.2734 1.0194 0.5958 0.38 1.51 -1.24 0.10
H 3.9386 -0.4944 -0.1669 2.33 -0.77 -0.98 0.08
H 3.0782 -0.2893 1.4159 0.39 -1.22 -0.31 0.11
H -3.2047 1.5647 0.3840 0.75 -0.45 0.19 0.10
H -2.7962 -0.1542 0.7742 -0.14 -0.37 -0.53 0.07
H -1.6455 1.0676 1.2386 -0.36 0.32 0.49 0.06
H -0.0129 -1.1031 -1.6866 0.10 1.35 -0.64 0.13
```
Positions in Å, forces in eV/Å.

Results
- Net charge: 0
- HOMO: -10.01 eV

---

The molecule C5H7NOS in a non-equilibrium geometry. Source: OMol25; level of theory: ωB97M-V/def2-TZVPD.

Structure (XYZ):
```
15
Properties=species:S:1:pos:R:3:forces:R:3:lowdin_charge:R:1
C 2.0223 -1.1623 -0.9505 0.51 -0.71 -0.31 -0.36
C 0.0012 1.7156 0.0320 -0.28 -0.30 0.20 -0.15
C -0.6360 1.9989 1.2001 -0.57 0.18 0.17 -0.10
C -1.1378 0.7605 1.7374 0.24 -0.46 0.62 -0.04
C -0.7103 -0.2365 0.9151 -0.63 -0.08 -0.75 -0.41
H 1.8747 -1.6619 0.0329 0.00 0.18 -0.81 0.04
H 2.8229 -0.4117 -0.8254 -0.71 0.03 -0.17 0.04
H 2.4122 -1.8947 -1.7196 -0.65 0.63 0.87 0.05
H 0.4763 2.3352 -0.6951 0.13 0.20 -0.23 0.10
H -0.8507 2.9948 1.6107 0.37 -0.63 -0.26 0.10
H -1.6983 0.5529 2.6454 0.18 0.37 -0.23 0.11
H -0.8242 -1.8733 0.0064 -0.01 -0.18 -0.02 0.06
N -0.0682 0.3317 -0.1688 0.34 0.36 -0.02 -0.41
O -0.9277 -1.5800 0.9246 0.07 0.51 0.25 0.04
S 0.4031 -0.5113 -1.5547 1.02 -0.10 0.69 0.93
```
Positions in Å, forces in eV/Å.

Results
- Net charge: 0
- HOMO: -7.96 eV
- Structure (SMILES): CSn1cccc1O

---

The molecule C5H7NOS in a non-equilibrium geometry. Source: OMol25; level of theory: ωB97M-V/def2-TZVPD.

Structure (XYZ):
```
15
Properties=species:S:1:pos:R:3:forces:R:3:lowdin_charge:R:1
C 1.3719 1.4792 -0.2301 -0.71 -2.51 -0.98 -0.02
C 0.3333 0.1970 -0.4450 0.25 3.76 -1.07 -0.35
C -0.8237 0.0742 0.5442 -2.19 -3.68 -0.71 -0.15
C 0.8827 -1.0240 0.1072 0.92 -0.78 1.28 -0.87
C -2.2225 -0.5800 -0.2682 0.66 -2.18 -1.29 -0.10
H 2.4018 1.1378 -0.6577 -1.71 0.45 1.60 0.09
H 1.0819 2.3063 -0.9021 -0.27 -0.16 0.87 0.06
H 1.1604 1.5752 0.8521 1.38 0.94 -0.52 0.08
H 0.0111 0.3584 -1.4587 -0.03 -0.99 -0.62 0.13
H -1.0384 0.8947 1.1847 -0.57 0.59 0.53 0.11
H -0.0341 -2.0129 1.7608 -1.07 3.43 -1.48 0.21
H -2.8954 0.1434 -0.7275 -0.08 0.93 0.42 0.10
N -0.0350 -1.0404 1.1821 2.45 -2.96 -0.81 0.05
O -2.4861 -1.7454 -0.6401 1.93 3.43 2.28 0.01
S 2.2921 -1.7635 -0.3016 -0.98 -0.27 0.50 0.64
```
Positions in Å, forces in eV/Å.

Results
- Net charge: 0
- HOMO: -8.60 eV
- Structure (SMILES): C[C@H]1C(=S)N[C@@H]1C=O

---

The molecule C5H7NOS in a non-equilibrium geometry. Source: OMol25; level of theory: ωB97M-V/def2-TZVPD.

Structure (XYZ):
```
15
Properties=species:S:1:pos:R:3:forces:R:3:lowdin_charge:R:1
C 0.6311 1.1374 0.6496 -0.71 -3.76 0.90 -0.06
C -0.6087 0.5409 -0.0722 -3.36 4.77 -1.17 -0.33
C -1.5152 1.5278 -0.6204 0.86 -0.48 0.63 0.08
C -1.0040 -0.8523 -0.0040 1.43 -1.37 0.52 -0.74
C 0.1191 -1.7937 0.4024 1.08 0.29 0.02 -0.21
H 1.5275 0.7061 0.2153 0.10 -0.23 0.45 0.05
H 0.7355 2.1324 0.4849 -0.25 3.09 -0.53 0.02
H 0.5862 0.9740 1.7738 0.09 -0.05 -1.39 0.11
H -1.2111 2.6340 -0.5369 -0.21 -1.89 -0.09 0.07
H -2.5782 1.4825 -1.1389 2.52 -0.85 1.19 0.10
H -0.0978 -2.5676 1.1714 0.01 0.65 -0.71 0.11
H 2.7001 -1.5033 -1.2079 -3.10 2.29 0.59 0.18
N 1.3511 -1.8466 0.0214 -1.02 -0.43 0.28 -0.03
O 1.8023 -0.9655 -0.9775 2.64 -2.65 -0.46 -0.12
S -2.4380 -1.6062 -0.1609 -0.09 0.63 -0.23 0.75
```
Positions in Å, forces in eV/Å.

Results
- Net charge: 0
- HOMO: -8.79 eV
- Structure (SMILES): C=C(C)C(=S)/C=N\O

---

Q: Which energy values were calculated for the entries above? A: -22219.5139; -25809.9200; -25810.3773; -19670.3694; -19667.8976; -19666.9231, in eV.
Q: Which energy relative to the best compared isomer or geometry (same formula, charge and spin) values were calculated for the entries above? A: 1.517; 2.835; 2.377; 1.233; 3.705; 4.680, in eV.